Here is the molecule C26H25N5O5S in a non-equilibrium geometry from OMol25. Energies are from ωB97M-V/def2-TZVPD.

```
! RIJCOSX wB97M-V def2-TZVPD def2/J DEFGRID3
* xyz 0 1
H 2.017 -2.874 -1.635
N 1.087 -2.672 -1.281
C 1.054 -1.789 -0.379
C -0.193 -1.327 0.236
C -1.347 -1.807 -0.293
C -2.713 -1.456 -0.003
C -3.118 -0.189 0.418
C -4.452 0.077 0.638
C -5.436 -0.894 0.468
O -6.765 -0.659 0.687
C -7.163 0.576 1.241
C -7.036 1.752 0.302
C -7.079 1.567 -1.072
C -6.977 2.650 -1.926
C -6.841 3.929 -1.414
C -6.804 4.120 -0.043
C -6.898 3.037 0.812
C -5.047 -2.177 0.029
O -5.863 -3.239 -0.230
C -7.187 -3.279 0.255
C -3.704 -2.417 -0.218
C -0.103 -0.476 1.462
O -0.994 -0.399 2.278
N 1.086 0.203 1.667
C 2.127 -0.115 1.005
S 3.705 0.637 1.167
C 4.301 -0.549 0.015
C 5.729 -0.638 -0.393
C 6.507 0.611 0.005
O 6.009 1.472 0.709
N 7.762 0.720 -0.470
C 8.528 -0.274 -1.188
C 9.736 -0.683 -0.329
O 10.524 0.431 0.003
C 9.777 1.391 0.718
C 8.573 1.868 -0.098
N 3.424 -1.360 -0.439
N 2.206 -1.126 0.085
H -1.215 -2.564 -1.059
H -2.396 0.598 0.554
H -4.734 1.073 0.937
H -6.619 0.772 2.176
H -8.221 0.424 1.488
H -7.186 0.569 -1.471
H -7.006 2.495 -2.995
H -6.761 4.774 -2.081
H -6.696 5.115 0.362
H -6.862 3.187 1.882
H -7.832 -2.564 -0.259
H -7.228 -3.095 1.331
H -7.533 -4.292 0.049
H -3.436 -3.406 -0.558
H 5.771 -0.796 -1.473
H 6.178 -1.507 0.098
H 7.931 -1.151 -1.426
H 8.892 0.176 -2.119
H 10.385 -1.365 -0.881
H 9.378 -1.181 0.586
H 10.456 2.218 0.922
H 9.427 0.963 1.670
H 7.955 2.551 0.484
H 8.919 2.363 -1.011
*
```

SMILES   [H]/N=C1/C(=C/c2ccc(OCc3ccccc3)c(OC)c2)C(=O)N=C2SC(CC(=O)N3CCOCC3)=NN21
LUMO level   -0.36 eV
DFT total energy   -2053.89488 Ha
Relative energy (zero: lowest compared OMol25 entry of this formula, charge and spin)   5.49 kcal/mol
Highest occupied orbital energy   -7.745 eV

---

Here is C26H26AuN7OS as an isolated structure from OMol25. Energies are from ωB97M-V/def2-TZVPD.

```
! RIJCOSX wB97M-V def2-TZVPD def2/J DEFGRID3
* xyz 2 1
Au 0.219 0.044 -1.283
N 0.278 -4.365 -1.529
C -0.149 -3.129 -1.358
N 0.538 -2.077 -1.717
C 1.795 -2.209 -2.288
N 2.489 -1.167 -2.620
N 1.854 0.026 -2.371
C 2.290 1.109 -2.913
C 1.527 2.333 -2.729
C 1.954 3.563 -3.207
C 1.137 4.669 -2.998
C -0.057 4.506 -2.320
C -0.415 3.239 -1.869
N 0.352 2.183 -2.080
C 2.307 -3.550 -2.508
C 3.553 -3.794 -3.096
C 3.975 -5.092 -3.287
C 3.167 -6.164 -2.895
C 1.938 -5.948 -2.308
C 1.516 -4.638 -2.119
H -0.314 -5.132 -1.237
H -1.118 -2.984 -0.895
H 3.187 1.065 -3.519
H 2.900 3.650 -3.723
H 1.436 5.643 -3.360
H -0.720 5.340 -2.142
H -1.342 3.069 -1.335
H 4.168 -2.958 -3.394
H 4.935 -5.285 -3.742
H 3.509 -7.177 -3.054
H 1.316 -6.779 -2.003
C 2.554 2.149 3.745
C 1.796 0.834 3.769
N 0.427 0.982 3.263
C -0.580 1.340 4.281
C -1.272 0.111 4.840
C 0.095 0.817 1.997
S 1.389 0.470 0.889
N -1.226 0.982 1.731
C -1.909 0.607 0.705
O -1.502 -0.018 -0.377
C -3.370 0.849 0.709
C -4.123 0.699 -0.457
C -5.484 0.949 -0.439
C -6.102 1.340 0.740
C -5.361 1.483 1.905
C -3.999 1.242 1.892
H 3.552 2.007 4.155
H 2.049 2.904 4.346
H 2.653 2.525 2.728
H 1.702 0.454 4.788
H 2.304 0.062 3.191
H -1.290 2.029 3.832
H -0.037 1.875 5.060
H -1.823 -0.412 4.059
H -1.976 0.407 5.616
H -0.558 -0.581 5.286
H -3.643 0.394 -1.376
H -6.065 0.838 -1.343
H -7.166 1.535 0.752
H -5.847 1.783 2.822
H -3.414 1.350 2.793
*
```

LUMO level (alpha / beta)   -7.56 / -7.56 eV
DFT total energy   -1998.24700 Ha
Highest occupied orbital energy (alpha / beta)   -13.861 / -13.861 eV

---

Here is C26H26BF6N9O4S2Ti as an isolated structure in a non-equilibrium geometry from OMol25. Energies are from ωB97M-V/def2-TZVPD.

```
! RIJCOSX wB97M-V def2-TZVPD def2/J DEFGRID3
* xyz 0 3
Ti -0.161 -0.326 -0.076
C 0.579 1.968 -2.019
N -0.273 2.058 -0.823
C -1.656 2.323 -1.200
C -2.316 1.093 -1.762
C -3.430 1.229 -2.576
C -4.108 0.107 -3.002
C -3.632 -1.121 -2.585
C -2.500 -1.174 -1.799
N -1.815 -0.092 -1.388
C 0.205 3.159 0.069
C 1.578 3.019 0.699
C 2.569 3.952 0.422
C 3.814 3.812 1.016
C 4.023 2.738 1.859
C 2.971 1.859 2.080
N 1.772 1.991 1.524
C 1.830 1.202 -1.707
C 3.025 1.460 -2.348
C 4.148 0.714 -2.039
C 4.012 -0.260 -1.060
C 2.788 -0.466 -0.462
N 1.672 0.236 -0.779
H 0.018 1.438 -2.793
H 0.827 2.963 -2.404
H -2.203 2.634 -0.312
H -1.726 3.143 -1.924
H -3.760 2.224 -2.855
H -4.985 0.190 -3.632
H -4.124 -2.041 -2.870
H -2.122 -2.130 -1.478
H 0.193 4.083 -0.518
H -0.506 3.236 0.888
H 2.365 4.778 -0.250
H 4.601 4.532 0.824
H 4.978 2.580 2.345
H 3.099 1.008 2.745
H 3.071 2.251 -3.089
H 5.094 0.888 -2.537
H 4.858 -0.866 -0.756
H 2.685 -1.215 0.306
F -4.466 1.464 2.962
C -3.464 1.617 2.120
F -3.175 2.926 2.021
F -3.840 1.185 0.907
S -1.928 0.734 2.645
O -1.148 0.793 1.405
O -1.439 1.488 3.751
N -2.403 -0.692 3.076
S -2.339 -1.982 2.156
O -1.821 -3.117 2.835
O -1.884 -1.689 0.806
C -4.119 -2.378 1.945
F -4.684 -2.559 3.133
F -4.749 -1.388 1.307
F -4.236 -3.492 1.226
B 1.216 -3.727 0.342
N 1.090 -2.717 1.536
C 1.442 -3.094 2.771
C 1.399 -1.997 3.608
C 0.984 -0.958 2.786
N 0.790 -1.391 1.526
N 0.697 -3.184 -1.040
C 0.773 -3.946 -2.140
C 0.503 -3.159 -3.245
C 0.262 -1.896 -2.710
N 0.361 -1.919 -1.374
H 0.596 -4.728 0.618
H 2.405 -3.948 0.194
H 1.706 -4.121 2.973
H 1.622 -1.955 4.663
H 0.855 0.081 3.041
H 1.033 -4.991 -2.067
H 0.493 -3.453 -4.282
H 0.009 -0.986 -3.229
*
```

Expectation value of S²   2.02
LUMO level (alpha / beta)   0.16 / 0.12 eV
DFT total energy   -4070.16455 Ha
Relative energy (zero: lowest compared OMol25 entry of this formula, charge and spin)   23.90 kcal/mol
Highest occupied orbital energy (alpha / beta)   -5.600 / -8.198 eV

---

Here is C26H26Br2Cl3IN5O2SSiYb as an isolated structure in a non-equilibrium geometry from OMol25. Energies are from ωB97M-V/def2-TZVPD.

```
! RIJCOSX wB97M-V def2-TZVPD def2/J DEFGRID3
* xyz 2 2
Yb 0.439 0.172 -0.615
N 1.013 -1.193 1.532
N 1.358 -0.546 2.732
C 0.899 0.705 2.966
N 1.107 1.206 4.180
S 0.109 1.613 1.783
H 0.175 -1.758 1.674
H 1.775 -1.810 1.255
H 1.688 -1.124 3.493
H 1.575 0.696 4.914
H 0.811 2.148 4.373
Cl 1.080 -2.158 -1.389
Si 0.322 -1.165 -3.473
Cl 1.577 -2.215 -4.731
Cl 1.666 0.603 -2.910
Br 5.097 -1.976 -1.231
C 5.325 -0.224 -1.881
C 6.132 -0.038 -2.998
C 6.309 1.229 -3.525
C 5.684 2.324 -2.948
C 4.881 2.149 -1.834
C 4.709 0.876 -1.304
I 3.504 0.686 0.377
H 6.617 -0.891 -3.448
H 6.942 1.355 -4.391
H 5.826 3.313 -3.357
H 4.401 2.998 -1.370
Br -1.261 6.923 -2.039
C -0.813 5.149 -1.676
C 0.401 4.837 -1.076
C 0.685 3.511 -0.821
N -0.149 2.510 -1.135
C -1.315 2.826 -1.708
C -1.694 4.123 -1.998
H 1.107 5.607 -0.807
H 1.617 3.231 -0.344
H -1.981 2.002 -1.937
H -2.650 4.326 -2.457
C -0.967 -4.618 -3.772
O -1.737 -3.426 -3.930
C -2.839 -3.512 -4.709
C -3.159 -4.613 -5.496
C -4.289 -4.587 -6.299
C -5.117 -3.475 -6.344
C -4.819 -2.379 -5.554
C -3.707 -2.409 -4.727
N -3.413 -1.234 -3.965
C -3.019 -1.076 -2.728
C -2.974 -2.010 -1.660
C -3.724 -3.209 -1.682
C -3.777 -4.030 -0.587
C -3.078 -3.666 0.570
C -2.337 -2.508 0.623
C -2.251 -1.655 -0.491
O -1.499 -0.574 -0.429
H -0.203 -4.381 -3.036
H -0.494 -4.896 -4.716
H -1.595 -5.431 -3.404
H -2.519 -5.483 -5.496
H -4.514 -5.451 -6.907
H -5.986 -3.462 -6.982
H -5.457 -1.506 -5.559
H -3.519 -0.379 -4.498
H -2.752 -0.053 -2.488
H -4.296 -3.463 -2.560
H -4.371 -4.932 -0.606
H -3.131 -4.298 1.447
H -1.859 -2.213 1.548
*
```

Expectation value of S²   0.75
LUMO level (alpha / beta)   -5.78 / -5.78 eV
DFT total energy   -10103.06889 Ha
Relative energy (zero: lowest compared OMol25 entry of this formula, charge and spin)   0.00 kcal/mol
Highest occupied orbital energy (alpha / beta)   -13.333 / -13.334 eV

---

Here is C26H26BrLiN5O2S as an isolated structure in a non-equilibrium geometry from OMol25. Energies are from ωB97M-V/def2-TZVPD.

```
! RIJCOSX wB97M-V def2-TZVPD def2/J DEFGRID3
* xyz 1 1
Li -0.032 0.704 -0.506
C -3.568 -2.059 -0.476
O -3.647 -0.636 -0.445
C -2.482 0.013 -0.526
O -1.404 -0.539 -0.557
N -2.670 1.343 -0.581
N -1.588 2.214 -0.631
H -4.597 -2.403 -0.480
H -3.040 -2.440 0.398
H -3.050 -2.398 -1.372
H -3.614 1.697 -0.462
H -1.438 2.690 0.254
H -1.702 2.898 -1.372
N -0.027 1.118 1.513
S -1.114 0.373 2.365
C -0.845 -1.431 2.397
C 0.181 -2.030 1.693
C 0.306 -3.410 1.724
C -0.603 -4.168 2.445
C -1.622 -3.559 3.160
C -1.747 -2.181 3.133
C -0.588 0.613 4.092
C -1.407 1.254 5.004
C -0.907 1.576 6.258
C 0.402 1.264 6.587
C 1.202 0.585 5.682
C 0.704 0.251 4.435
H 0.892 1.097 1.934
H 0.864 -1.417 1.121
H 1.104 -3.903 1.187
H -0.517 -5.242 2.455
H -2.316 -4.156 3.732
H -2.535 -1.688 3.684
H -2.419 1.517 4.737
H -1.525 2.101 6.970
H 0.805 1.557 7.543
H 2.222 0.337 5.935
H 1.319 -0.277 3.721
Br 4.944 3.654 -0.484
C 4.137 1.937 -0.510
C 4.915 0.790 -0.488
C 4.264 -0.429 -0.560
C 2.879 -0.443 -0.628
N 2.140 0.656 -0.606
C 2.752 1.825 -0.559
H 5.990 0.850 -0.424
H 4.826 -1.348 -0.566
H 2.334 -1.372 -0.711
H 2.124 2.703 -0.563
N 0.121 0.955 -2.606
C 0.058 0.838 -3.746
C -0.007 0.763 -5.149
C 0.758 -0.176 -5.845
C 0.728 -0.185 -7.225
C -0.057 0.730 -7.910
C -0.839 1.645 -7.221
C -0.820 1.666 -5.841
H 1.365 -0.877 -5.294
H 1.320 -0.900 -7.774
H -0.058 0.733 -8.987
H -1.455 2.343 -7.765
H -1.417 2.374 -5.287
*
```

LUMO level   -1.93 eV
DFT total energy   -4410.20787 Ha
Highest occupied orbital energy   -11.534 eV

---

Here is a 2-piece molecular cluster, C26H26Cl2N overall in a non-equilibrium geometry from OMol25. Energies are from ωB97M-V/def2-TZVPD.

```
! RIJCOSX wB97M-V def2-TZVPD def2/J DEFGRID3
* xyz 1 1
Cl 4.034 -1.523 8.111
C 2.940 -1.453 6.808
C 2.822 -0.272 6.052
C 1.945 -0.224 4.980
C 1.185 -1.378 4.559
C 0.316 -1.242 3.437
C -0.788 -2.045 3.032
C -1.524 -1.637 1.861
C -2.502 -2.444 1.291
C -2.798 -3.690 1.877
Cl -3.932 -4.726 1.111
C -2.158 -4.081 3.063
C -1.258 -3.220 3.688
C 1.396 -2.575 5.302
C 2.188 -2.585 6.447
H 3.392 0.604 6.347
H 1.776 0.718 4.461
H 0.459 -0.331 2.853
H -1.329 -0.644 1.452
H -3.050 -2.115 0.412
H -2.411 -5.047 3.494
H -0.973 -3.427 4.717
H 0.920 -3.502 4.982
H 2.227 -3.463 7.090
C -0.882 1.855 -0.758
N -0.561 1.856 -2.174
C 0.547 1.150 -2.560
C 1.318 0.441 -1.671
C 2.568 -0.247 -2.096
C 3.090 0.186 -3.486
C 1.974 0.341 -4.509
C 0.854 1.275 -4.043
C -1.477 2.469 -3.082
C -1.332 3.826 -3.428
C -2.265 4.413 -4.287
C -3.339 3.668 -4.785
C -3.484 2.325 -4.427
C -2.566 1.719 -3.566
H -1.776 2.461 -0.608
H -1.061 0.825 -0.399
H -0.035 2.277 -0.189
H 1.044 0.358 -0.621
H 3.338 -0.080 -1.328
H 2.393 -1.336 -2.108
H 3.602 1.152 -3.367
H 3.824 -0.549 -3.829
H 2.380 0.751 -5.434
H 1.536 -0.636 -4.737
H -0.044 1.091 -4.654
H 1.156 2.322 -4.217
H -0.488 4.382 -3.015
H -2.147 5.466 -4.549
H -4.069 4.137 -5.447
H -4.320 1.730 -4.798
H -2.655 0.677 -3.254
*
```

LUMO level   -6.06 eV
DFT total energy   -1981.19164 Ha
Relative energy (zero: lowest compared OMol25 entry of this formula, charge and spin)   25.65 kcal/mol
Highest occupied orbital energy   -9.231 eV

---

Here is the molecule C26H26ClFN4O4S in a non-equilibrium geometry from OMol25. Energies are from ωB97M-V/def2-TZVPD.

```
! RIJCOSX wB97M-V def2-TZVPD def2/J DEFGRID3
* xyz 0 1
C -1.478 -3.407 -1.702
N -0.738 -3.158 -0.489
C 0.704 -3.167 -0.574
C 1.188 -1.774 -1.009
O 0.426 -0.964 -1.490
N 2.511 -1.588 -0.804
C 3.295 -0.474 -1.108
C 2.833 0.609 -1.846
C 3.673 1.669 -2.133
C 4.984 1.669 -1.690
C 5.462 0.598 -0.954
C 4.623 -0.461 -0.669
Cl 5.232 -1.799 0.255
C -1.264 -2.599 0.621
O -0.599 -2.382 1.621
C -2.695 -2.164 0.587
C -3.639 -2.657 1.479
C -4.876 -2.045 1.594
C -5.146 -0.888 0.879
C -4.196 -0.394 0.006
S -4.463 1.198 -0.789
O -4.307 1.081 -2.209
O -5.701 1.707 -0.274
N -3.235 2.159 -0.239
C -2.933 2.203 1.166
C -1.611 1.485 1.471
N -0.561 2.081 0.668
C 0.765 1.797 1.029
C 1.130 0.692 1.798
C 2.451 0.489 2.154
C 3.408 1.397 1.747
F 4.703 1.201 2.096
C 3.077 2.505 0.988
C 1.759 2.694 0.630
C -0.836 1.988 -0.760
C -2.179 2.639 -1.090
C -2.992 -1.039 -0.179
H -2.542 -3.446 -1.483
H -1.293 -2.624 -2.442
H -1.167 -4.368 -2.117
H 1.104 -3.404 0.415
H 1.031 -3.917 -1.297
H 3.027 -2.313 -0.316
H 1.812 0.610 -2.189
H 3.297 2.501 -2.708
H 5.638 2.497 -1.913
H 6.479 0.587 -0.593
H -3.394 -3.516 2.087
H -5.614 -2.445 2.273
H -6.072 -0.348 0.992
H -3.761 1.738 1.702
H -2.851 3.251 1.478
H -1.359 1.625 2.524
H -1.726 0.408 1.278
H 0.395 -0.035 2.105
H 2.739 -0.370 2.740
H 3.845 3.203 0.694
H 1.484 3.560 0.048
H -0.044 2.503 -1.304
H -0.835 0.936 -1.082
H -2.471 2.422 -2.117
H -2.100 3.725 -0.957
H -2.277 -0.649 -0.888
*
```

SMILES   CN(CC(=O)Nc1ccccc1Cl)C(=O)c1cccc(S(=O)(=O)N2CCN(c3ccc(F)cc3)CC2)c1
LUMO level   0.45 eV
DFT total energy   -2484.64232 Ha
Relative energy (zero: lowest compared OMol25 entry of this formula, charge and spin)   0.00 kcal/mol
Highest occupied orbital energy   -7.962 eV

---

Copy entry 7 word for word.
Here is the molecule C26H26ClFN4O4S in a non-equilibrium geometry from OMol25. Energies are from ωB97M-V/def2-TZVPD.

```
! RIJCOSX wB97M-V def2-TZVPD def2/J DEFGRID3
* xyz 0 1
C -1.478 -3.407 -1.702
N -0.738 -3.158 -0.489
C 0.704 -3.167 -0.574
C 1.188 -1.774 -1.009
O 0.426 -0.964 -1.490
N 2.511 -1.588 -0.804
C 3.295 -0.474 -1.108
C 2.833 0.609 -1.846
C 3.673 1.669 -2.133
C 4.984 1.669 -1.690
C 5.462 0.598 -0.954
C 4.623 -0.461 -0.669
Cl 5.232 -1.799 0.255
C -1.264 -2.599 0.621
O -0.599 -2.382 1.621
C -2.695 -2.164 0.587
C -3.639 -2.657 1.479
C -4.876 -2.045 1.594
C -5.146 -0.888 0.879
C -4.196 -0.394 0.006
S -4.463 1.198 -0.789
O -4.307 1.081 -2.209
O -5.701 1.707 -0.274
N -3.235 2.159 -0.239
C -2.933 2.203 1.166
C -1.611 1.485 1.471
N -0.561 2.081 0.668
C 0.765 1.797 1.029
C 1.130 0.692 1.798
C 2.451 0.489 2.154
C 3.408 1.397 1.747
F 4.703 1.201 2.096
C 3.077 2.505 0.988
C 1.759 2.694 0.630
C -0.836 1.988 -0.760
C -2.179 2.639 -1.090
C -2.992 -1.039 -0.179
H -2.542 -3.446 -1.483
H -1.293 -2.624 -2.442
H -1.167 -4.368 -2.117
H 1.104 -3.404 0.415
H 1.031 -3.917 -1.297
H 3.027 -2.313 -0.316
H 1.812 0.610 -2.189
H 3.297 2.501 -2.708
H 5.638 2.497 -1.913
H 6.479 0.587 -0.593
H -3.394 -3.516 2.087
H -5.614 -2.445 2.273
H -6.072 -0.348 0.992
H -3.761 1.738 1.702
H -2.851 3.251 1.478
H -1.359 1.625 2.524
H -1.726 0.408 1.278
H 0.395 -0.035 2.105
H 2.739 -0.370 2.740
H 3.845 3.203 0.694
H 1.484 3.560 0.048
H -0.044 2.503 -1.304
H -0.835 0.936 -1.082
H -2.471 2.422 -2.117
H -2.100 3.725 -0.957
H -2.277 -0.649 -0.888
*
```

SMILES   CN(CC(=O)Nc1ccccc1Cl)C(=O)c1cccc(S(=O)(=O)N2CCN(c3ccc(F)cc3)CC2)c1
LUMO level   0.45 eV
DFT total energy   -2484.64232 Ha
Relative energy (zero: lowest compared OMol25 entry of this formula, charge and spin)   0.00 kcal/mol
Highest occupied orbital energy   -7.962 eV